Computed, not measured: a cluster of 2 separate species, C3H4O2 in total in a non-equilibrium geometry, with ωB97M-V with the def2-TZVPD basis set.

Maximum force in eV/Å: 4.871
Calculated total energy in eV: -7267.772
E_HOMO in eV: -10.53
Energy above the lowest of the compared OMol25 structures with the same formula, charge and spin in eV: 2.914
Kohn-Sham gap in Ha: 0.37449

```
! RIJCOSX wB97M-V def2-TZVPD def2/J DEFGRID3
* xyz 0 1
C -1.81 1.93 1.45
C -1.19 1.28 0.60
C -0.57 0.25 -0.15
O 0.44 -0.32 0.25
H -2.25 2.50 2.28
H -1.07 -0.10 -1.05
O 2.37 -1.62 -1.36
H 2.62 -2.04 -0.54
H 1.46 -1.89 -1.48
*
```